Molecular formula: C74H60N2NbO18P4
Method: DFT, ωB97M-V/def2-TZVPD

Geometry as XYZ:
```
159
Properties=species:S:1:pos:R:3:mulliken_charge:R:1
C 4.930 2.013 -1.388 -1.159
C 4.478 2.833 -2.580 -0.112
C 3.451 3.892 -2.223 -0.545
O 2.184 3.360 -1.928 -0.720
Nb 0.598 3.064 -3.069 -0.397
C 1.524 1.628 -4.602 -1.242
P 2.027 0.060 -4.045 1.001
O 3.473 -0.193 -3.969 -0.789
O 1.300 -0.952 -5.062 -0.572
O 1.383 -0.307 -2.633 -0.371
P -0.699 4.898 -1.705 0.685
N -1.540 4.082 -0.614 -0.723
P 0.907 4.921 -4.824 0.268
N -0.519 5.732 -5.300 -0.272
O 1.369 4.344 -6.297 -0.536
P -1.610 2.766 -4.375 1.189
O -2.625 3.799 -4.028 -0.621
O -1.354 2.841 -5.982 -0.580
O -2.251 1.271 -4.317 -0.574
H 4.139 1.362 -1.027 0.260
H 5.797 1.403 -1.635 0.251
H 5.233 2.673 -0.575 0.429
H 5.339 3.396 -2.954 0.353
H 4.148 2.199 -3.400 0.108
H 3.437 4.671 -2.993 0.227
H 3.832 4.385 -1.321 0.373
H -0.171 1.783 -2.066 0.095
H 0.735 1.462 -5.337 0.838
H 2.334 2.096 -5.155 0.458
H 1.500 -1.840 -4.740 0.324
H 0.417 -0.226 -2.642 0.236
H 0.206 5.745 -1.018 -0.007
H -1.535 5.739 -2.483 -0.166
H -2.529 4.178 -0.800 0.139
H -0.290 6.590 -5.798 0.255
H -1.044 6.009 -4.476 -0.043
H 2.295 4.574 -6.408 0.360
H -1.645 3.722 -6.255 0.323
H -2.677 1.094 -5.164 0.255
C -4.645 3.654 -2.051 -0.418
C -4.897 4.285 -0.837 -0.679
C -5.664 3.660 0.131 -0.534
C -6.194 2.401 -0.113 0.141
C -5.953 1.770 -1.341 0.280
C -5.170 2.398 -2.299 -0.882
C -6.538 0.435 -1.643 0.570
O -6.340 -0.127 -2.698 -0.668
C -7.399 -0.203 -0.597 0.127
C -7.994 -1.427 -0.869 -0.511
C -8.782 -2.041 0.088 -0.630
C -8.977 -1.436 1.325 -0.345
C -8.390 -0.214 1.598 -0.777
C -7.605 0.411 0.638 0.231
C -7.002 1.743 0.947 0.610
O -7.178 2.260 2.032 -0.689
H -4.026 4.119 -2.807 0.946
H -4.489 5.269 -0.641 0.483
H -5.857 4.140 1.080 0.448
H -4.964 1.902 -3.237 0.418
H -7.831 -1.889 -1.833 0.474
H -9.246 -2.995 -0.127 0.404
H -9.590 -1.922 2.074 0.577
H -8.535 0.269 2.554 0.473
C 3.757 -5.534 5.047 -0.633
C 2.418 -5.344 4.724 -0.456
C 2.069 -4.661 3.573 -0.640
C 3.058 -4.155 2.741 0.349
C 4.402 -4.330 3.074 0.146
C 4.747 -5.028 4.225 -0.413
C 5.482 -3.763 2.217 0.586
O 6.652 -3.935 2.511 -0.692
C 5.089 -2.996 1.012 0.323
C 6.077 -2.418 0.225 -0.519
C 5.726 -1.711 -0.912 -1.021
C 4.391 -1.574 -1.282 -0.445
C 3.403 -2.145 -0.495 -0.760
C 3.743 -2.851 0.651 0.284
C 2.660 -3.435 1.491 0.374
O 1.492 -3.341 1.184 -0.660
H 4.027 -6.074 5.945 0.422
H 1.644 -5.733 5.374 0.380
H 1.032 -4.512 3.308 0.487
H 5.791 -5.165 4.468 0.527
H 7.114 -2.523 0.512 0.534
H 6.497 -1.257 -1.521 0.456
H 4.136 -1.020 -2.183 0.675
H 2.363 -2.038 -0.767 0.655
C -6.768 -5.332 6.463 -0.456
C -7.143 -4.161 5.813 -0.564
C -8.378 -4.076 5.195 -0.614
C -9.239 -5.165 5.214 0.316
C -8.854 -6.347 5.851 0.287
C -7.620 -6.422 6.482 -0.624
C -9.742 -7.545 5.852 0.548
O -9.416 -8.570 6.411 -0.661
C -11.048 -7.444 5.135 0.192
C -11.872 -8.560 5.076 -0.566
C -13.091 -8.484 4.426 -0.455
C -13.496 -7.291 3.837 -0.488
C -12.678 -6.177 3.889 -0.533
C -11.449 -6.251 4.531 0.180
C -10.570 -5.045 4.553 0.533
O -10.923 -4.003 4.044 -0.658
H -5.804 -5.394 6.950 0.397
H -6.471 -3.315 5.790 0.421
H -8.681 -3.169 4.691 0.520
H -7.335 -7.339 6.979 0.475
H -11.549 -9.481 5.541 0.471
H -13.730 -9.356 4.378 0.398
H -14.452 -7.233 3.334 0.398
H -12.980 -5.246 3.432 0.490
C -2.111 11.600 -1.705 -0.505
C -2.451 10.387 -2.293 -0.547
C -1.911 10.034 -3.517 -0.616
C -1.035 10.897 -4.162 0.255
C -0.706 12.123 -3.578 0.280
C -1.243 12.466 -2.345 -0.595
C 0.205 13.082 -4.265 0.557
O 0.498 14.144 -3.760 -0.668
C 0.745 12.694 -5.603 0.185
C 1.559 13.587 -6.286 -0.579
C 2.079 13.242 -7.520 -0.458
C 1.794 11.999 -8.076 -0.494
C 0.981 11.106 -7.402 -0.537
C 0.448 11.452 -6.168 0.198
C -0.449 10.486 -5.470 0.549
O -0.697 9.401 -5.949 -0.659
H -2.528 11.869 -0.744 0.396
H -3.135 9.714 -1.794 0.457
H -2.163 9.091 -3.981 0.529
H -0.974 13.413 -1.897 0.474
H 1.777 14.548 -5.842 0.470
H 2.711 13.940 -8.053 0.394
H 2.208 11.729 -9.039 0.400
H 0.749 10.139 -7.824 0.499
C 12.770 -8.868 6.958 -0.478
C 13.341 -9.721 6.019 -0.460
C 13.011 -9.600 4.681 -0.549
C 12.101 -8.633 4.276 0.172
C 11.515 -7.790 5.220 0.168
C 11.859 -7.907 6.560 -0.556
C 10.504 -6.765 4.817 0.559
O 10.005 -6.033 5.645 -0.660
C 10.132 -6.684 3.377 0.145
C 9.160 -5.774 2.982 -0.630
C 8.803 -5.675 1.649 -0.224
C 9.428 -6.483 0.704 -0.628
C 10.397 -7.394 1.088 -0.665
C 10.749 -7.505 2.426 0.128
C 11.771 -8.511 2.823 0.673
O 12.322 -9.214 2.003 -0.669
H 13.035 -8.959 8.003 0.393
H 14.046 -10.478 6.334 0.392
H 13.452 -10.253 3.941 0.471
H 11.405 -7.241 7.280 0.476
H 8.680 -5.146 3.719 0.534
H 8.041 -4.968 1.354 0.513
H 9.153 -6.402 -0.340 0.419
H 10.884 -8.028 0.360 0.476
```

As for the total charge: -1. The HOMO energy is -4.866 eV. For the LUMO energy, the calculation gives -0.057 eV. The total energy comes out at -156260.9673 eV. The HOMO-LUMO gap is 4.809 eV.

***

Molecular formula: C75H165N7O11
Method: DFT, ωB97M-V/def2-TZVPD

Geometry as XYZ:
```
258
Properties=species:S:1:pos:R:3:mulliken_charge:R:1
C 1.413 -3.169 -7.861 -1.976
C 2.017 -2.866 -6.483 1.480
C 1.407 -1.492 -5.946 -0.854
C 0.002 -1.526 -5.478 -0.523
C -0.242 -2.628 -4.482 0.175
C 0.349 -4.133 -4.869 1.392
N 1.691 -3.907 -5.523 1.131
O 2.287 -5.160 -5.779 -0.602
C 0.450 -4.975 -3.608 -1.934
C -0.685 -4.794 -5.873 -1.781
C 3.559 -2.661 -6.589 -1.795
H 0.339 -3.048 -8.003 0.268
H 1.606 -4.197 -8.165 0.435
H 1.906 -2.621 -8.664 0.439
H 2.054 -1.281 -5.094 -0.082
H 1.670 -0.631 -6.559 0.620
H -0.615 -1.641 -6.369 0.535
H -0.321 -0.569 -5.066 -0.019
H -1.332 -2.636 -4.517 -0.286
H 0.108 -2.369 -3.483 -0.088
H 0.735 -6.005 -3.824 0.547
H 1.114 -4.621 -2.819 0.097
H -0.527 -5.114 -3.147 0.475
H -0.779 -4.147 -6.745 0.315
H -0.313 -5.720 -6.311 0.421
H -1.615 -5.096 -5.390 0.402
H 3.823 -1.754 -7.133 0.403
H 4.093 -3.492 -7.049 0.420
H 4.008 -2.613 -5.598 0.143
H 2.954 -5.058 -5.096 0.380
C -2.864 -6.802 2.483 -2.002
C -2.017 -6.090 1.427 1.959
C -2.897 -5.063 0.630 -1.285
C -3.109 -3.750 1.455 -1.181
C -1.776 -3.125 1.917 0.676
C -0.905 -4.077 2.786 1.848
N -0.865 -5.434 2.085 0.955
O 0.092 -6.286 2.668 -0.537
C 0.529 -3.513 2.741 -1.343
C -1.513 -4.235 4.202 -1.649
C -1.416 -7.038 0.414 -2.250
H -2.217 -7.105 3.306 0.359
H -3.163 -7.786 2.122 0.540
H -3.820 -6.390 2.805 0.304
H -2.397 -4.779 -0.296 0.010
H -3.850 -5.557 0.439 0.630
H -3.777 -3.838 2.313 0.432
H -3.519 -2.977 0.806 0.421
H -2.192 -2.293 2.485 -1.105
H -1.234 -2.734 1.056 0.269
H 0.558 -2.713 3.480 -0.502
H 1.319 -4.206 3.034 0.977
H 0.805 -3.174 1.742 -0.140
H -2.556 -4.552 4.190 0.348
H -0.868 -4.857 4.822 0.494
H -1.432 -3.297 4.751 0.028
H -2.214 -7.558 -0.117 0.542
H -0.931 -7.909 0.854 0.480
H -0.875 -6.584 -0.416 0.249
H 0.837 -6.238 2.065 0.319
C -5.539 -1.304 -2.219 -1.839
C -4.381 -0.397 -2.495 1.994
C -4.542 0.331 -3.879 -0.955
C -5.507 1.543 -3.886 -0.847
C -5.144 2.518 -2.718 -0.957
C -4.926 1.761 -1.297 1.640
N -4.068 0.553 -1.387 0.646
O -3.708 -0.060 -0.187 0.574
C -4.183 2.857 -0.431 -1.771
C -6.273 1.551 -0.714 -2.045
C -3.220 -1.369 -2.620 -1.554
H -6.502 -0.794 -2.180 0.344
H -5.478 -1.793 -1.247 0.145
H -5.684 -2.111 -2.938 0.503
H -3.542 0.572 -4.240 -0.093
H -5.002 -0.404 -4.540 0.396
H -6.503 1.104 -3.824 0.527
H -5.659 1.951 -4.886 0.602
H -5.979 3.215 -2.648 0.393
H -4.203 3.012 -2.960 -0.151
H -4.700 3.816 -0.466 0.512
H -3.979 2.633 0.616 0.213
H -3.159 2.981 -0.781 0.250
H -7.001 1.103 -1.390 0.354
H -6.150 0.841 0.104 0.196
H -6.726 2.494 -0.407 0.533
H -3.436 -1.982 -3.496 0.640
H -3.030 -2.014 -1.762 -0.093
H -2.276 -0.825 -2.571 -0.014
H -2.854 0.351 -0.030 0.239
C -0.291 1.837 3.684 0.868
C -0.280 3.285 4.138 1.600
C -1.685 3.747 4.636 -1.205
C -1.950 3.412 6.074 0.936
C -0.848 3.885 6.965 -1.785
C 0.577 3.394 6.544 1.768
N 0.789 3.644 5.093 0.005
O 2.076 3.243 4.657 -0.130
C 1.557 4.330 7.308 -2.048
C 0.758 1.932 7.065 -0.376
C -0.107 4.124 2.831 -2.105
H -0.384 1.285 4.619 -0.636
H 0.654 1.542 3.227 -0.121
H -1.180 1.584 3.106 -0.201
H -1.812 4.809 4.428 0.469
H -2.488 3.215 4.126 -0.050
H -1.968 2.335 6.243 -0.913
H -2.913 3.790 6.417 0.729
H -1.061 3.587 7.992 0.556
H -0.926 4.967 6.861 0.299
H 1.317 5.327 6.939 0.540
H 1.364 4.334 8.381 0.373
H 2.592 4.083 7.070 0.292
H 0.572 1.764 8.125 0.545
H 0.062 1.227 6.609 -0.115
H 1.721 1.604 6.671 -0.342
H 0.784 3.848 2.267 0.316
H 0.069 5.193 2.952 0.529
H -0.973 4.042 2.174 0.291
H 2.483 4.024 4.276 0.286
C 2.475 -1.457 5.474 -1.899
C 3.883 -1.298 5.036 1.950
C 4.106 -2.251 3.759 -0.320
C 5.268 -1.941 2.888 -1.069
C 5.276 -0.396 2.571 -0.771
C 5.221 0.543 3.773 1.409
N 4.070 0.170 4.668 1.048
O 4.066 1.084 5.711 -0.625
C 6.654 0.579 4.439 -1.744
C 4.908 1.973 3.177 -1.687
C 4.758 -1.738 6.217 -1.948
H 1.707 -0.955 4.886 0.062
H 2.254 -1.169 6.502 0.402
H 2.055 -2.459 5.384 0.510
H 4.237 -3.297 4.037 0.609
H 3.284 -2.068 3.066 -0.420
H 5.268 -2.502 1.953 0.233
H 6.135 -2.218 3.487 0.495
H 4.370 -0.257 1.981 -0.106
H 6.180 -0.285 1.973 0.504
H 7.527 0.761 3.812 0.379
H 6.704 1.385 5.172 0.377
H 6.877 -0.374 4.918 0.317
H 3.865 1.995 2.860 0.086
H 5.017 2.798 3.880 0.324
H 5.607 2.274 2.396 0.446
H 5.828 -1.809 6.022 0.293
H 4.464 -2.737 6.537 0.504
H 4.553 -1.156 7.116 0.380
H 3.259 1.565 5.514 0.033
C -2.827 3.226 -7.452 -1.939
C -2.138 3.859 -6.197 2.212
C -1.142 2.742 -5.734 -0.989
C 0.014 3.217 -4.826 -0.095
C 0.814 4.398 -5.423 -0.829
C -0.102 5.499 -6.008 1.414
N -1.344 5.022 -6.694 0.369
O -2.170 6.124 -7.250 -0.499
C -0.367 6.451 -4.777 -1.760
C 0.719 6.382 -6.998 -1.878
C -3.011 4.233 -4.993 -1.374
H -3.282 2.259 -7.236 0.345
H -2.102 2.933 -8.212 0.440
H -3.627 3.798 -7.921 0.441
H -1.662 1.938 -5.214 -0.538
H -0.534 2.367 -6.558 0.561
H 0.768 2.453 -4.635 0.466
H -0.338 3.492 -3.832 0.060
H 1.546 4.215 -6.210 -0.552
H 1.397 4.788 -4.590 0.474
H -0.780 5.757 -4.046 0.380
H 0.518 6.854 -4.284 0.405
H -1.026 7.274 -5.051 0.359
H 0.958 5.959 -7.974 0.446
H 0.294 7.369 -7.182 0.391
H 1.695 6.670 -6.608 0.392
H -2.463 4.016 -4.076 0.237
H -3.943 3.692 -5.155 0.430
H -3.382 5.258 -4.973 0.252
H -1.932 6.083 -8.179 0.328
C -5.617 -1.995 7.300 -1.668
C -4.959 -0.511 7.370 1.353
C -3.438 -0.738 7.800 -1.478
C -2.543 -1.285 6.706 -0.938
C -2.659 -0.565 5.355 0.467
C -4.155 -0.358 4.896 2.700
N -4.927 0.121 6.068 0.693
O -6.190 0.593 5.673 -0.595
C -4.121 0.655 3.763 -2.265
C -4.592 -1.690 4.306 -1.305
C -5.596 0.370 8.419 -1.943
H -6.623 -2.002 6.880 0.359
H -5.842 -2.368 8.299 0.448
H -5.096 -2.737 6.694 0.292
H -3.037 0.169 8.252 0.354
H -3.462 -1.539 8.539 0.505
H -2.753 -2.338 6.521 0.470
H -1.497 -1.226 7.008 0.511
H -2.088 -1.081 4.583 -0.030
H -2.216 0.428 5.433 -0.820
H -3.266 0.694 3.087 -0.168
H -5.096 0.660 3.277 0.457
H -3.965 1.630 4.224 0.537
H -4.113 -1.853 3.341 -0.179
H -4.224 -2.585 4.809 -0.161
H -5.673 -1.717 4.169 0.716
H -5.496 -0.117 9.389 0.409
H -6.652 0.509 8.186 0.415
H -5.165 1.372 8.411 0.359
H -6.102 1.537 5.526 0.316
C 0.993 0.428 -1.808 -1.053
C -0.024 0.092 -0.693 1.659
C 0.602 0.060 0.685 -0.706
O -1.184 0.963 -0.765 -0.428
H 1.924 -0.123 -1.669 0.166
H 1.244 1.487 -1.874 0.518
H 0.629 0.151 -2.797 0.037
H -0.327 -0.946 -0.827 -0.412
H -0.161 -0.038 1.458 -0.126
H 1.138 0.993 0.856 0.691
H 1.279 -0.764 0.913 -0.326
H -1.394 0.863 -1.696 -0.247
C 4.368 -3.410 -2.495 -1.651
C 4.369 -3.682 -1.042 0.989
C 3.029 -3.447 -0.342 -1.346
O 4.673 -5.017 -0.831 -0.605
H 3.711 -4.116 -3.004 0.387
H 5.376 -3.530 -2.891 0.561
H 3.999 -2.433 -2.809 0.041
H 5.069 -3.010 -0.546 -0.010
H 3.089 -3.806 0.686 0.397
H 2.308 -4.117 -0.812 0.535
H 2.740 -2.398 -0.283 0.230
H 5.517 -5.274 -1.210 0.364
C 4.530 0.982 -3.524 -1.187
C 5.645 1.356 -2.667 0.982
C 5.609 0.747 -1.315 -1.444
O 6.860 1.115 -3.286 -0.609
H 4.636 1.381 -4.533 0.351
H 3.561 1.212 -3.081 0.170
H 4.596 -0.092 -3.696 0.323
H 5.590 2.442 -2.584 0.002
H 6.357 1.212 -0.674 0.441
H 5.854 -0.311 -1.419 0.364
H 4.615 0.657 -0.876 0.193
H 7.595 1.239 -2.681 0.380
C 4.609 3.899 -7.070 -1.274
C 4.954 4.386 -5.632 0.922
C 6.500 4.247 -5.462 -1.509
O 4.590 5.755 -5.614 -0.528
H 4.857 4.647 -7.823 0.405
H 3.543 3.684 -7.006 0.201
H 5.216 3.019 -7.282 0.375
H 4.407 3.841 -4.863 0.062
H 6.759 4.716 -4.513 0.453
H 7.040 4.749 -6.265 0.349
H 6.812 3.204 -5.393 0.340
H 4.986 6.217 -4.871 0.296
```

The HOMO energy is -7.901 eV. For the LUMO energy, the calculation gives 0.298 eV. As for the energy above the lowest of the compared OMol25 structures with the same formula, charge and spin: 159.4 kcal per mole. The total energy comes out at -113391.7580 eV. The HOMO-LUMO gap is 8.199 eV.